1.
Density functional theory data (ωB97M-V/def2-TZVPD) for the molecule C6H12O.

```
19
Properties=species:S:1:pos:R:3:forces:R:3:nbo_charge:R:1
C -2.06698 -1.52630 0.29294 -0.037 -0.008 0.019 -0.610
C -0.66726 -1.33762 -0.28999 0.005 -0.107 -0.012 -0.378
C 0.00515 -0.03758 0.18266 0.046 -0.051 0.141 -0.396
C 1.45213 0.05575 -0.33154 0.101 -0.062 -0.020 -0.377
C 2.18277 1.30591 0.15546 0.027 0.044 0.028 -0.611
C -0.73888 1.07687 -0.45539 0.848 -1.310 -0.047 0.224
O -1.26159 1.92126 0.40732 -0.243 0.307 -1.653 -0.649
H -2.51343 -2.46492 -0.04938 0.061 0.107 0.058 0.213
H -2.03508 -1.54396 1.38808 -0.015 -0.005 -0.131 0.203
H -2.73989 -0.71330 -0.00532 0.125 -0.111 0.033 0.205
H -0.02268 -2.18054 -0.00689 -0.109 0.121 -0.053 0.205
H -0.72323 -1.31976 -1.38751 0.066 -0.013 0.213 0.213
H -0.01285 0.02587 1.28788 0.016 -0.030 -0.210 0.191
H 1.43405 0.04338 -1.43011 -0.018 -0.046 0.207 0.212
H 1.98530 -0.84524 -0.00186 -0.054 0.126 -0.063 0.205
H 3.22160 1.31446 -0.18785 -0.117 -0.018 0.050 0.213
H 2.18729 1.35743 1.24991 0.007 -0.008 -0.125 0.203
H 1.70780 2.22103 -0.21659 0.035 -0.145 0.046 0.205
H -1.58899 2.39320 -0.39194 -0.744 1.210 1.519 0.529
```
Forces are in eV/Å.

Output
**Electronic energy**: -8461.3969 eV
**Multiplicity**: 1
**Gap between HOMO and LUMO**: 9.56 eV
**Total charge**: 0

2.
Density functional theory data (ωB97M-V/def2-TZVPD) for the molecule C6H12O.

```
19
Properties=species:S:1:pos:R:3:forces:R:3:nbo_charge:R:1
C -0.74439 -2.00356 -0.63066 -0.010 -0.153 -0.137 -0.608
C -0.74416 -0.48551 -0.78025 -0.072 -0.124 -0.100 -0.271
C -1.07799 0.09561 0.55095 0.178 -0.053 0.263 -0.445
C 0.14889 2.51725 0.54067 -0.009 0.418 -0.034 -0.247
O 0.87537 1.45860 -0.01820 0.051 0.174 -0.670 -0.532
C 0.37905 0.14434 0.03196 -0.098 -0.231 0.210 0.263
C 1.66160 -0.72595 -0.01263 -0.071 -0.125 0.215 -0.626
H -1.75432 -2.38236 -0.80291 0.040 -0.012 -0.061 0.217
H -0.04439 -2.57534 -1.24473 -0.123 0.224 -0.212 0.207
H -0.49503 -2.23603 0.41329 -0.039 -0.049 -0.275 0.207
H -1.11829 -0.04871 -1.70452 -0.085 -0.023 0.212 0.216
H -1.46736 -0.51331 1.36123 0.170 -0.198 -0.167 0.212
H -1.59149 1.05413 0.49254 0.339 -0.231 0.169 0.222
H -0.38168 2.27223 1.47196 0.268 -0.076 -0.237 0.175
H 0.88407 3.28525 0.77107 -0.003 0.123 -0.086 0.192
H -0.56256 2.91104 -0.19279 -0.140 0.155 0.175 0.163
H 1.88603 -1.39603 0.81739 -0.172 0.176 0.176 0.214
H 1.64832 -1.33875 -0.92175 -0.032 0.087 0.280 0.205
H 2.49834 -0.03291 -0.14262 -0.194 -0.082 0.280 0.239
```
Forces are in eV/Å.

Output
**Electronic energy**: -8461.5821 eV
**SMILES string**: CO[C@@]1(C)C[C@@H]1C
**Multiplicity**: 1
**Gap between HOMO and LUMO**: 9.79 eV
**Total charge**: 0

3.
Density functional theory data (ωB97M-V/def2-TZVPD) for the molecule C6H12O.

```
19
Properties=species:S:1:pos:R:3:forces:R:3:nbo_charge:R:1
C 2.05361 0.18120 -0.75329 0.005 -0.006 -0.001 -0.608
C 1.04463 -0.03077 0.37856 -0.074 0.012 -0.014 -0.400
C -0.39397 -0.21868 -0.12966 0.156 -0.399 0.318 -0.210
C -0.63078 -1.40915 -1.05408 -0.031 0.060 0.015 -0.599
C -1.45625 -0.11207 1.00958 -0.151 0.302 -0.107 -0.550
C -1.78417 1.32726 0.71973 -0.008 -0.065 0.787 0.250
O -0.99038 2.05634 1.50367 -0.192 0.006 -0.342 -0.679
H 1.72658 0.99173 -1.41692 0.059 -0.124 0.089 0.202
H 2.18157 -0.72076 -1.36161 -0.024 0.141 0.082 0.203
H 3.03732 0.45286 -0.35457 -0.155 -0.057 -0.062 0.212
H 1.05678 0.84906 1.03494 0.012 -0.189 -0.091 0.214
H 1.36098 -0.88056 0.99939 -0.179 0.053 -0.103 0.198
H 0.01775 -1.34226 -1.93481 -0.112 -0.120 0.145 0.210
H -0.45918 -2.36739 -0.55184 0.015 0.114 -0.030 0.205
H -1.67075 -1.37934 -1.39800 0.183 -0.116 -0.012 0.214
H -1.06330 -0.28909 2.02179 0.029 -0.022 -0.308 0.212
H -2.33142 -0.73831 0.80944 0.266 0.017 0.036 0.221
H -0.62466 0.65740 -0.73576 0.273 0.305 -0.546 0.210
H -1.07436 2.97254 1.21345 -0.071 0.089 0.147 0.496
```
Forces are in eV/Å.

Output
**Electronic energy**: -8461.5338 eV
**Multiplicity**: 1
**Gap between HOMO and LUMO**: 9.43 eV
**Total charge**: 0

4.
Density functional theory data (ωB97M-V/def2-TZVPD) for a cluster of 2 separate species, C6H12O2 in total.

```
20
Properties=species:S:1:pos:R:3:forces:R:3:nbo_charge:R:1
C 0.48514 0.51990 -2.80855 1.873 3.600 -4.111 -0.656
C 0.17926 0.69383 -1.43221 -2.393 -0.220 1.116 -0.184
C 0.87315 0.02665 -0.51073 -1.408 1.802 -0.823 -0.221
C 0.57372 0.25110 0.86219 -0.452 -0.596 0.885 -0.337
C 0.74514 -0.70844 1.77249 0.452 1.059 1.368 0.345
O 1.44956 -1.82171 1.53287 0.629 -1.787 -0.504 -0.678
C 0.28545 -0.57755 3.16573 -2.046 2.849 -0.686 -0.680
H -0.22441 0.69967 -3.65606 -0.097 0.403 1.283 0.221
H 1.38054 1.26894 -3.01194 -1.711 -0.867 -0.067 0.206
H 0.94358 -0.32529 -3.18210 0.974 -2.599 0.218 0.220
H -0.77818 1.28762 -1.24214 1.808 -0.513 0.349 0.174
H 1.59195 -0.62633 -0.92247 0.990 -0.829 0.294 0.215
H -0.02019 1.15047 1.11173 0.525 -0.703 0.015 0.213
H 1.38687 -2.51265 2.23154 -0.135 1.149 -0.647 0.488
H 0.58471 -1.25470 3.85531 1.798 -2.150 1.940 0.210
H -0.76643 -0.73003 3.18323 -1.366 -0.329 -0.216 0.225
H 0.31068 0.43032 3.61022 0.665 -0.237 -0.368 0.234
H -3.00891 0.36601 -0.81736 -0.713 0.306 -2.312 0.468
H -2.72915 1.28115 -1.96033 2.379 3.296 -1.108 0.455
O -3.26248 0.58102 -1.78143 -1.773 -3.635 3.374 -0.918
```
Forces are in eV/Å.

Output
**Electronic energy**: -10508.9390 eV
**SMILES string**: C/C=C/C=C(/C)O.O
**Multiplicity**: 1
**Gap between HOMO and LUMO**: 8.21 eV
**Total charge**: 0

5.
Density functional theory data (ωB97M-V/def2-TZVPD) for a structure of composition C6H12O2.

```
20
Properties=species:S:1:pos:R:3:forces:R:3:nbo_charge:R:1
C -0.65997 0.00887 -0.27943 1.258 1.861 -0.161 0.338
C 0.57681 0.67855 -0.34947 -1.955 0.482 -0.365 -0.383
C -1.36707 -0.17572 1.02462 0.203 -0.188 -0.067 -0.700
C -1.43234 -0.29140 -1.52256 0.308 -0.524 0.048 -0.671
C 0.97980 1.74423 0.64675 0.396 -0.499 0.154 -0.621
C 1.74221 -0.93110 0.05173 0.351 -2.951 0.334 0.596
O 0.68305 -1.92925 -0.43332 0.821 0.180 -0.132 -0.813
O 2.85050 -0.96697 -0.45885 -1.972 0.769 0.172 -0.579
H 0.39933 -2.52577 0.27744 0.597 0.249 -0.022 0.471
H 0.89044 0.92181 -1.36376 0.067 -0.251 0.009 0.223
H 1.61112 -0.91096 1.15275 -0.052 0.719 -0.181 0.099
H -1.91938 0.73948 1.26654 0.014 -0.058 -0.016 0.247
H -2.07482 -1.00522 0.98133 -0.001 0.079 -0.012 0.224
H -0.66650 -0.35452 1.84218 0.011 0.056 0.003 0.227
H -2.07522 0.56782 -1.75080 0.071 -0.049 0.089 0.235
H -0.76609 -0.45946 -2.36962 -0.041 0.080 0.060 0.244
H -2.06860 -1.16940 -1.39865 0.001 0.034 -0.034 0.218
H 0.79436 1.43525 1.67738 -0.002 0.086 0.013 0.203
H 2.04956 1.93958 0.54264 -0.034 0.022 0.100 0.228
H 0.45279 2.68421 0.46309 -0.042 -0.097 0.009 0.214
```
Forces are in eV/Å.

Output
**Electronic energy**: -10508.9480 eV
**Multiplicity**: 1
**Gap between HOMO and LUMO**: 8.51 eV
**Total charge**: 0

6.
Density functional theory data (ωB97M-V/def2-TZVPD) for a cluster of 2 separate species, C6H12O2 in total.

```
20
Properties=species:S:1:pos:R:3:forces:R:3:nbo_charge:R:1
C -2.38310 -1.20522 1.11795 0.252 -0.277 -0.846 -0.657
C -1.20511 -0.97238 0.07030 0.838 0.323 3.257 0.049
C 0.04945 -0.73207 0.61525 -2.505 -0.009 -0.489 -0.263
C 1.30478 -0.37794 -0.13596 0.019 -1.168 -0.135 -0.351
C 2.01040 0.72546 0.06893 1.706 2.357 -0.665 0.154
O 3.39612 0.87034 -0.31569 -1.038 0.464 0.640 -0.724
C -1.56064 -1.12111 -1.36118 1.419 0.620 -0.345 -0.681
H -2.00837 -1.77126 2.00576 -0.348 0.466 -0.723 0.221
H -3.19575 -1.78658 0.61707 0.662 0.207 0.470 0.209
H -2.89388 -0.27878 1.47726 0.738 -0.436 -0.383 0.231
H 0.01907 -0.83496 1.74904 0.688 0.511 -1.576 0.221
H 1.71767 -1.09354 -0.87356 0.044 -0.041 0.958 0.225
H 1.54275 1.72183 0.24623 0.343 -1.030 1.066 0.188
H 3.85639 1.64534 0.13486 -1.542 -1.449 -0.809 0.490
H -1.96477 -2.13793 -1.39610 -0.818 0.468 -0.592 0.232
H -2.18854 -0.22620 -1.71402 0.655 -1.766 0.172 0.243
H -0.57730 -1.22244 -1.90122 -1.085 0.593 -0.003 0.222
H -0.77549 2.48245 -0.76243 0.048 0.037 -0.193 0.463
H -0.92430 1.19826 0.10418 -0.277 1.518 0.008 0.487
O -1.13389 2.18009 0.07333 0.203 -1.389 0.187 -0.961
```
Forces are in eV/Å.

Output
**Electronic energy**: -10509.0812 eV
**SMILES string**: CC(C)=C/C=C/O.O
**Multiplicity**: 1
**Gap between HOMO and LUMO**: 9.39 eV
**Total charge**: 0

7.
Density functional theory data (ωB97M-V/def2-TZVPD) for a structure of composition C6H12O2.

```
20
Properties=species:S:1:pos:R:3:forces:R:3:nbo_charge:R:1
C -10.34086 11.67518 -14.33750 0.030 -4.114 3.296 -0.748
C -9.58974 10.43337 -14.73137 0.107 1.916 1.657 0.591
O -9.95880 9.82683 -15.68078 -0.078 -1.795 -1.818 -0.558
C -8.39648 10.01872 -13.88301 0.757 -0.417 0.176 -0.742
H -11.12687 11.22147 -13.73381 -0.339 0.170 0.413 0.228
H -10.74645 12.26216 -15.16154 -0.721 -2.631 1.815 0.310
H -9.67717 12.27332 -13.71312 -1.676 -0.514 0.226 0.170
H -7.76940 10.82881 -13.51068 -0.034 0.422 -0.562 0.212
H -7.77611 9.32630 -14.45204 0.004 -0.022 0.033 0.230
H -8.60690 9.55327 -12.92010 -0.788 -0.376 -0.183 0.241
C -8.16414 13.23862 -14.84744 -0.299 1.349 -0.891 -0.722
C -9.22650 13.52205 -15.94759 -0.970 -0.914 -0.430 0.626
O -10.42573 13.28392 -15.79098 2.415 6.228 -4.127 -0.541
C -8.73644 13.97045 -17.32971 0.479 -0.277 -0.213 -0.732
H -8.52287 12.98143 -13.85082 0.511 0.551 -0.730 0.230
H -7.61530 14.17274 -14.72791 0.648 -0.203 -0.344 0.235
H -7.58180 12.41215 -15.25479 0.438 0.241 0.147 0.245
H -9.47857 13.91910 -18.12638 -0.751 0.753 0.704 0.248
H -7.99827 13.37802 -17.87029 0.650 -0.662 0.984 0.242
H -8.23095 14.93067 -17.22695 -0.383 0.295 -0.151 0.235
```
Forces are in eV/Å.

Output
**Electronic energy**: -10507.8606 eV
**Multiplicity**: 1
**Gap between HOMO and LUMO**: 9.51 eV
**Total charge**: 0

8.
Density functional theory data (ωB97M-V/def2-TZVPD) for a structure of composition C6H12O3.

```
21
Properties=species:S:1:pos:R:3:forces:R:3:nbo_charge:R:1
C -0.87732 0.54098 -0.48793 -0.278 -1.870 0.996 -0.347
C -0.98116 1.12934 0.90856 -0.059 -0.042 -0.205 -0.640
C -2.21561 0.05254 -1.03976 0.004 0.159 0.163 -0.631
C -0.15041 -1.26038 -0.17313 -1.900 2.419 -0.389 0.514
O -0.43674 -1.75244 0.87596 0.034 -0.043 -0.113 -0.628
H -0.54641 1.32013 -1.17897 0.547 -0.331 -0.134 0.205
H -0.24542 -1.67144 -1.18329 0.655 -0.441 0.067 0.148
H -2.10010 -0.39984 -2.02730 0.009 0.017 -0.022 0.207
H -0.02341 1.54496 1.23214 -0.024 0.138 0.052 0.187
H -1.73378 1.92199 0.94102 0.076 0.072 0.053 0.208
H -1.26604 0.37251 1.64100 -0.002 -0.090 -0.074 0.228
H -2.67581 -0.68626 -0.38180 0.024 -0.020 0.040 0.215
H -2.91619 0.88660 -1.13334 -0.032 -0.011 -0.074 0.209
C 2.25720 -0.81309 1.16516 -0.558 0.528 -0.352 -0.263
C 1.54831 0.44808 -0.98697 3.281 -2.103 0.671 0.665
O 1.63077 -0.82691 -0.12346 0.077 1.333 -1.733 -0.553
O 1.94157 0.30677 -2.10041 -1.480 0.399 0.776 -0.498
H 1.64046 1.33919 -0.35707 -0.772 -0.004 -0.003 0.160
H 3.32623 -0.71343 0.98355 0.007 -0.211 0.339 0.198
H 1.95177 -1.74019 1.64610 0.287 -0.051 -0.067 0.231
H 1.87211 0.00088 1.77995 0.105 0.154 0.007 0.185
```
Forces are in eV/Å.

Output
**Electronic energy**: -12555.1416 eV
**Multiplicity**: 1
**Gap between HOMO and LUMO**: 8.81 eV
**Total charge**: 0

9.
Density functional theory data (ωB97M-V/def2-TZVPD) for a structure of composition C6H12O3.

```
21
Properties=species:S:1:pos:R:3:forces:R:3:nbo_charge:R:1
C -0.25793 0.51315 -0.62735 -0.325 0.322 1.066 0.448
C 0.99399 -0.05642 -0.34148 0.164 -1.070 -1.567 0.000
C 0.42746 -0.01503 1.59362 -0.382 0.365 -0.639 -0.142
C 1.00670 -1.09168 0.72536 0.097 0.017 -0.264 -0.489
C -0.38927 1.86030 -1.25982 -0.092 -0.009 0.140 -0.690
C -0.86832 -0.20514 2.30809 -0.019 -0.006 0.054 -0.658
O 1.31052 -0.68877 -2.13560 0.105 -0.058 0.973 -0.505
O 0.72271 -2.01619 -2.13304 0.051 0.252 -0.084 -0.520
O -1.34710 -0.27940 -0.67040 0.272 0.014 0.117 -0.658
H 0.12774 -1.95848 -2.89296 0.078 0.006 0.144 0.445
H -2.12379 0.22744 -0.93646 0.096 0.064 0.045 0.487
H 1.84256 0.60935 -0.38808 -0.085 0.137 0.151 0.234
H 1.12891 0.68727 2.02861 0.008 -0.016 -0.065 0.204
H 2.00240 -1.45629 0.96580 -0.034 0.026 0.041 0.233
H 0.33371 -1.92097 0.52710 -0.051 0.047 0.004 0.247
H -1.15642 2.44905 -0.74625 0.037 -0.012 -0.041 0.221
H -0.68037 1.75129 -2.30744 0.017 -0.065 0.011 0.241
H 0.55067 2.40473 -1.22486 -0.014 -0.020 0.043 0.241
H -0.76500 -0.95755 3.10252 0.038 0.023 -0.069 0.221
H -1.64616 -0.57487 1.63567 0.024 0.013 -0.014 0.225
H -1.21302 0.71824 2.77697 0.016 -0.027 -0.045 0.214
```
Forces are in eV/Å.

Output
**Electronic energy**: -12552.2953 eV
**Multiplicity**: 1
**Gap between HOMO and LUMO (alpha / beta)**: 7.23 / 7.23 eV
**Total charge**: 0

10.
Density functional theory data (ωB97M-V/def2-TZVPD) for a cluster of 3 separate species, C6H12O3 in total.

```
21
Properties=species:S:1:pos:R:3:forces:R:3:nbo_charge:R:1
C -1.33070 0.05306 1.26954 0.123 -0.430 -0.119 0.477
C -0.59931 -0.74038 2.26610 0.414 -0.114 -0.070 -0.148
C -2.19650 -0.58932 0.21798 0.170 0.482 -0.057 -0.646
O -1.76908 0.00494 2.60172 -0.526 0.220 0.254 -0.500
O -0.85627 1.28551 0.85076 0.320 0.202 0.185 -0.707
H -0.39916 1.71161 1.59687 -0.256 -0.208 -0.300 0.482
H 0.32745 -0.36546 2.68900 0.031 0.160 -0.043 0.175
H -0.69230 -1.81794 2.33457 -0.129 -0.072 -0.158 0.184
H -3.00816 0.08427 -0.05166 -0.247 -0.035 0.292 0.225
H -2.56959 -1.53979 0.59030 -0.071 0.022 -0.127 0.224
H -1.64363 -0.71516 -0.71201 0.260 -0.256 0.114 0.234
C 0.78504 1.74519 -1.95409 -1.136 -0.003 0.084 -0.250
C 2.36648 -1.32439 -1.36846 0.837 -1.284 2.898 -0.116
C 2.28366 -1.51906 -0.15477 0.902 -0.010 -2.803 -0.390
O 1.00190 0.36253 -1.69037 -0.576 0.874 1.732 -0.744
H 2.62187 -1.20280 -2.38844 -0.348 0.107 -0.231 0.235
H -0.27947 1.95416 -1.81731 -0.039 0.172 0.037 0.173
H 0.98941 1.95305 -3.00285 0.375 -0.124 0.062 0.180
H 1.31691 2.43688 -1.29436 0.328 -0.256 -0.120 0.166
H 0.93826 0.18405 -0.69180 -0.004 0.578 -2.161 0.505
H 2.71320 -1.96094 0.70928 -0.427 -0.024 0.532 0.239
```
Forces are in eV/Å.

Output
**Electronic energy**: -12554.3054 eV
**SMILES string**: C[C@]1(O)CO1.C#C.CO
**Multiplicity**: 1
**Gap between HOMO and LUMO**: 10.24 eV
**Total charge**: 0

Calculated values (kJ/mol) of energy above the lowest of the compared OMol25 structures with the same formula, charge and spin for the records, taken in order: 285.3, 267.4, 272.1, 325.0, 324.1, 311.2, 429.0, 454.2, 728.8, 534.9.